1 | Here is C3H9NS in the gas phase from the OMol25 dataset. Energies are from wB97M-V/def2-TZVPD.

```
14
Properties=species:S:1:pos:R:3
C -2.21 0.03 0.64
S -0.87 -0.90 -0.12
H -1.92 0.60 1.53
H -2.66 0.74 -0.04
H -2.97 -0.71 0.90
C 2.45 0.13 0.09
C 0.20 0.45 -0.80
N 1.22 0.94 0.12
H 3.29 0.77 0.31
H 2.62 -0.27 -0.91
H 2.42 -0.74 0.74
H -0.46 1.25 -1.10
H 0.61 -0.03 -1.69
H 0.81 0.77 1.04
```

Computed properties:
HOMO, Ha: -0.3141
LUMO energy, eV: 1.04
Kohn-Sham gap, eV: 9.59

Atomic partial charges in e from the Löwdin method, atoms 1 to 8: -0.451, 0.774, 0.034, 0.029, 0.023, -0.143, -0.514, -0.168



2 | Here is 2 unconnected molecules or ions with the total composition C3H9NS from the OMol25 dataset. Energies are from wB97M-V/def2-TZVPD.

```
14
Properties=species:S:1:pos:R:3
C 3.58 0.29 -1.06
N 3.64 1.53 -0.86
H 4.16 -0.43 -0.48
H 2.75 -0.13 -1.63
H -4.63 -0.36 0.49
H 4.43 1.82 -0.30
C -0.97 -0.40 0.71
C -2.39 -0.18 0.09
S -3.65 -1.04 1.11
H -0.55 -1.37 0.46
H -1.24 -0.40 1.77
H -0.15 0.29 0.54
H -2.48 -0.54 -0.93
H -2.49 0.91 0.09
```

Computed properties:
HOMO, Ha: -0.3348
LUMO energy, eV: 0.93
Kohn-Sham gap, eV: 10.04

Atomic partial charges in e from the Löwdin method, atoms 1 to 8: -0.154, 0.013, 0.060, 0.052, -0.150, 0.031, -0.182, -0.612



3 | Here is 2 unconnected molecules or ions with the total composition C3H9NS from the OMol25 dataset. Energies are from wB97M-V/def2-TZVPD.

```
14
Properties=species:S:1:pos:R:3
C 2.45 1.51 0.92
N 3.45 1.04 0.32
H 1.89 0.84 1.56
H 2.07 2.54 0.87
H 3.93 1.73 -0.26
C -1.22 0.51 -0.37
S -2.48 -0.61 -1.04
C -1.90 -2.20 -0.38
H -1.59 1.10 0.46
H -0.89 1.15 -1.18
H -0.33 -0.08 -0.11
H -2.69 -2.91 -0.58
H -0.98 -2.49 -0.90
H -1.72 -2.12 0.68
```

Computed properties:
HOMO, Ha: -0.3121
LUMO energy, eV: 0.92
Kohn-Sham gap, eV: 9.42

Atomic partial charges in e from the Löwdin method, atoms 1 to 8: -0.165, 0.015, 0.052, 0.065, 0.037, -0.441, 0.717, -0.431



4 | Here is 2 unconnected molecules or ions with the total composition C3H9NS from the OMol25 dataset. Energies are from wB97M-V/def2-TZVPD.

```
14
Properties=species:S:1:pos:R:3
C 1.53 -1.31 -2.18
N 0.42 -0.74 -2.05
H 2.49 -0.79 -2.24
H 1.58 -2.39 -2.33
H 0.50 -0.95 2.91
H 0.51 0.25 -1.84
C -1.47 1.00 0.51
C -0.27 0.62 1.35
S -0.43 -1.10 1.95
H -1.57 0.41 -0.40
H -2.38 0.95 1.11
H -1.40 2.05 0.20
H 0.66 0.70 0.80
H -0.15 1.30 2.20
```

Computed properties:
HOMO, Ha: -0.3272
LUMO energy, eV: 0.88
Kohn-Sham gap, eV: 9.79

Atomic partial charges in e from the Löwdin method, atoms 1 to 8: -0.143, 0.022, 0.064, 0.058, -0.161, 0.032, -0.199, -0.638



How do the energies compare? Relative to the most stable structure, in kcal/mol: 1 0.0; 2 19.2; 3 13.0; 4 10.5.